A structure of composition C33H35CaN7OSSb, computed with ωB97M-V/def2-TZVPD.

Last column: Mulliken charge in e.
Cartesian coordinates (Å):
Ca  0.9462  -2.2209  -0.0709  1.352
C  -0.6015  -4.1540  -2.2604  -1.639
C  -1.2271  -4.4373  -0.9232  0.630
C  -2.3801  -5.2354  -0.8167  -0.822
C  -2.9041  -5.4861  0.4201  -0.976
C  -2.2931  -4.9552  1.5761  1.077
C  -2.7881  -5.2151  2.8667  -0.879
C  -2.1462  -4.6812  3.9511  -0.719
C  -1.0159  -3.8726  3.7817  -0.503
C  -0.4870  -3.5786  2.5347  0.739
S  0.9425  -2.5772  2.4457  -0.496
C  -1.1373  -4.1425  1.3907  -0.611
N  -0.6456  -3.9092  0.1378  0.667
H  -1.1793  -4.6003  -3.0656  0.484
H  0.4034  -4.5834  -2.2766  0.202
H  -0.5382  -3.0752  -2.4447  0.319
H  -2.8412  -5.6376  -1.7084  0.510
H  -3.7929  -6.0961  0.5307  0.421
H  -3.6695  -5.8330  2.9824  0.419
H  -2.5052  -4.8789  4.9528  0.380
H  -0.5175  -3.4489  4.6432  0.477
C  -4.5533  10.6947  0.1089  -0.851
O  -3.1707  10.3874  0.0671  -0.460
C  -2.8063  9.0956  0.0225  0.901
C  -1.4331  8.8442  -0.0185  -0.793
C  -0.9626  7.5524  -0.0642  -0.453
C  -1.8472  6.4693  -0.0713  0.450
C  -3.2166  6.7281  -0.0301  -0.835
C  -3.6963  8.0233  0.0165  -0.414
C  -1.3927  5.0868  -0.1190  0.219
N  -2.1892  4.0377  -0.1446  -0.838
C  -1.3706  2.9513  -0.1831  0.816
C  -0.0422  3.3350  -0.1817  -0.103
N  -0.0754  4.7050  -0.1402  -0.122
C  1.0250  2.4009  -0.1905  0.519
C  2.3846  2.7499  -0.1387  -0.616
C  3.3332  1.7612  -0.1034  -1.163
C  2.9110  0.4320  -0.1346  0.215
N  1.6419  0.0715  -0.2116  -0.256
C  0.6859  1.0253  -0.2332  0.042
C  -0.7065  0.6096  -0.2738  -0.363
N  -0.9931  -0.7115  -0.3437  0.142
C  -2.2602  -1.0856  -0.3469  -0.030
C  -3.3337  -0.1939  -0.2880  -1.150
C  -3.0692  1.1501  -0.2320  -0.651
C  -1.7331  1.5732  -0.2285  0.515
H  -4.6150  11.7781  0.1376  0.241
H  -5.0274  10.2847  1.0036  0.348
H  -5.0710  10.3281  -0.7804  0.348
H  -0.7572  9.6892  -0.0124  0.421
H  0.1093  7.3959  -0.0941  0.264
H  -3.9036  5.8941  -0.0327  0.459
H  -4.7631  8.1960  0.0492  0.395
H  0.7151  5.3242  -0.1260  0.170
H  2.6710  3.7937  -0.1186  0.427
H  4.3877  1.9904  -0.0462  0.465
H  3.6430  -0.3655  -0.0849  -0.021
H  -2.4505  -2.1512  -0.3970  0.297
H  -4.3453  -0.5740  -0.2890  0.472
H  -3.8475  1.9001  -0.1887  0.595
C  6.2601  -2.1510  -0.0301  -1.234
Sb  4.3538  -3.1296  -0.3389  0.756
C  5.2609  -5.0044  -0.8778  -1.338
C  4.1844  -2.4752  -2.4033  -1.329
H  6.9082  -2.3336  -0.8858  0.379
H  6.7220  -2.5608  0.8671  0.374
H  6.1310  -1.0774  0.1046  0.327
H  6.2519  -4.8035  -1.2790  0.460
H  4.6576  -5.4971  -1.6389  0.329
H  5.3445  -5.6471  -0.0034  0.363
H  4.9526  -2.9719  -2.9942  0.465
H  4.3207  -1.3968  -2.4835  0.395
H  3.2055  -2.7379  -2.8095  0.343
N  1.7164  -6.2562  -0.6048  -0.440
N  2.2593  -5.5687  0.5287  -0.299
H  1.2837  -7.1354  -0.3422  0.221
H  2.4870  -6.4757  -1.2213  0.216
H  2.7139  -6.2002  1.1807  0.249
H  1.4893  -5.1362  1.0268  0.128

Its net charge is +1. The spin multiplicity is 1. The calculation puts the total energy at -3053.040337 Ha. As for the relative energy (zero: lowest compared OMol25 entry of this formula, charge and spin): 10.9 kcal per mole. The calculation puts the LUMO energy at -2.92 eV. The HOMO energy is -0.3460 hartree. The value obtained for the frontier orbital gap is 6.49 eV.


An isolated molecule of CH4N2, computed with ωB97M-V/def2-TZVPD.

Last column: natural (NBO) charge in e.
Cartesian coordinates (Å):
C  1.0893  -0.0369  -0.0773  -0.167
N  0.0171  -0.6983  -0.0302  -0.219
N  -1.1695  -0.0512  -0.1749  -0.633
H  1.9961  -0.6047  -0.0927  0.180
H  1.2251  1.1024  -0.0154  0.142
H  -1.9134  -0.6105  0.2002  0.361
H  -1.2448  0.8991  0.1903  0.336

Its net charge is 0. The spin multiplicity is 1. The calculation puts the total energy at -149.955751 Ha. As for the relative energy (zero: lowest compared OMol25 entry of this formula, charge and spin): 54.8 kcal per mole. The calculation puts the LUMO energy at 1.28 eV. The HOMO energy is -0.3382 hartree. The value obtained for the frontier orbital gap is 10.49 eV. The structure (SMILES) is C=NN.


An isolated molecule of C3H4N2O, computed with ωB97M-V/def2-TZVPD.

Last column: natural (NBO) charge in e.
Cartesian coordinates (Å):
O  -1.9354  -0.7608  -0.6765  -0.547
C  -0.8508  -0.2328  -0.6560  0.607
C  -0.5128  1.2077  -0.3580  0.000
N  0.4890  1.2645  0.4255  -0.335
C  0.8940  -0.1313  0.6312  -0.099
N  0.3950  -0.8469  -0.5452  -0.627
H  -1.0820  2.0773  -0.6708  0.212
H  0.3012  -0.4783  1.4910  0.189
H  1.9588  -0.2446  0.8196  0.207
H  0.3430  -1.8547  -0.4608  0.393

Its net charge is 0. The spin multiplicity is 1. The calculation puts the total energy at -301.442610 Ha. As for the relative energy (zero: lowest compared OMol25 entry of this formula, charge and spin): 28.0 kcal per mole. The calculation puts the LUMO energy at 0.45 eV. The HOMO energy is -0.3675 hartree. The value obtained for the frontier orbital gap is 10.45 eV. The structure (SMILES) is O=C1C=NCN1.


The ion C5H12N with charge +1, computed with ωB97M-V/def2-TZVPD.

Last column: natural (NBO) charge in e.
Cartesian coordinates (Å):
C  -1.7327  -0.3482  -1.6710  -0.375
C  -0.9793  -0.4547  -0.6155  -0.045
C  -0.1629  -1.7594  -0.2905  -0.620
C  -0.7977  0.6617  0.4259  -0.433
C  0.6596  0.7559  1.2698  -0.243
N  1.8981  0.8832  0.2926  -0.722
H  -2.2350  0.6193  -1.9583  0.217
H  -1.9671  -1.1956  -2.4687  0.232
H  0.8946  -1.4030  0.1629  0.149
H  -0.6658  -2.3144  0.5654  0.243
H  -0.1339  -2.2512  -1.2610  0.250
H  -1.1432  1.6265  0.1920  0.230
H  -1.4500  0.2614  1.2577  0.246
H  0.5558  1.8745  1.5780  0.245
H  0.7244  -0.0484  1.9977  0.255
H  2.0656  0.1704  -0.3560  0.445
H  1.7974  1.8959  -0.1789  0.464
H  2.6720  1.0261  1.0579  0.463

Its net charge is +1. The spin multiplicity is 1. The calculation puts the total energy at -252.119487 Ha. As for the relative energy (zero: lowest compared OMol25 entry of this formula, charge and spin): 70.1 kcal per mole. The calculation puts the LUMO energy at -3.97 eV. The HOMO energy is -0.4886 hartree. The value obtained for the frontier orbital gap is 9.33 eV. The structure (SMILES) is C=C(C)CC[NH3+].


A cluster of 6 separate species, C43H63ClN2O15 in total, computed with ωB97M-V/def2-TZVPD.

Last column: Mulliken charge in e.
Cartesian coordinates (Å):
C  0.6062  -3.9269  5.9898  -1.110
C  0.0726  -4.0131  4.4491  -0.398
C  -0.0612  -2.5037  3.9049  -0.144
Cl  1.2831  -1.9667  2.7869  0.059
C  -1.5330  -2.3795  3.2534  0.142
C  -2.5969  -1.6531  4.1573  -1.225
C  -4.0479  -1.4755  3.6587  -0.252
C  -4.3958  -2.0697  2.2663  0.168
C  -3.3604  -2.7950  1.3753  1.206
C  -3.8618  -3.3775  -0.0201  -1.036
C  -3.9059  -2.1503  -1.1040  -0.455
O  -3.4101  -0.8951  -0.5399  -0.522
C  -1.8872  -2.9591  1.8295  -0.377
N  -0.8033  -3.5958  1.0682  0.984
C  -0.6352  -3.0379  -0.2885  0.290
C  -0.1913  -1.4831  -0.4158  -0.705
O  -0.8423  -3.6403  -1.3702  -0.534
C  -0.8337  -5.0652  1.1006  0.805
C  -1.9070  -5.9938  1.8190  -1.020
O  0.1314  -5.6590  0.5254  -0.604
C  -5.9350  -1.7394  2.0563  -0.215
O  -6.5772  -1.9777  1.0095  -0.587
N  -6.3638  -1.0730  3.3088  0.706
C  -7.7259  -1.3629  3.7948  0.428
C  -8.4005  -0.4806  4.9084  -0.179
C  -9.8372  -0.7008  5.4330  -0.487
C  -10.7277  -1.8563  4.8699  -0.446
C  -10.0795  -2.7926  3.7855  -0.443
C  -8.6185  -2.5452  3.2708  -0.331
C  -5.3283  -0.7847  4.3020  0.030
O  -5.3515  -0.1393  5.3702  -0.604
H  1.5711  -3.3070  5.9396  0.264
H  0.7558  -4.9523  6.4662  0.364
H  -0.2018  -3.3096  6.5425  0.266
H  0.6999  -4.7052  3.7965  0.340
H  -1.0028  -4.4343  4.5395  0.241
H  -0.0213  -1.8239  4.8395  0.431
H  -2.2995  -1.2588  5.1827  0.310
H  -3.1311  -4.1468  -0.4807  0.278
H  -4.9033  -3.8383  0.0241  0.577
H  -3.1752  -2.3936  -1.9665  0.265
H  -4.9523  -2.0279  -1.5717  0.273
H  -4.1672  -0.3825  -0.1702  0.284
H  0.8290  -1.3684  -0.9248  0.234
H  -0.9524  -0.9894  -1.1340  0.250
H  -0.2461  -0.9402  0.5851  0.226
H  -2.7032  -5.4534  2.4271  0.237
H  -1.3183  -6.6470  2.5720  0.319
H  -2.3512  -6.7430  1.0651  0.323
H  -7.8142  0.3909  5.3805  0.222
H  -10.2531  -0.0074  6.2447  0.309
H  -11.7956  -1.9947  5.2417  0.317
H  -10.6554  -3.6746  3.3178  0.290
H  -8.2229  -3.2736  2.4788  0.207
C  1.1476  -3.7588  -3.6137  -0.639
C  1.2605  -3.8621  -5.1207  -0.635
O  1.6271  -2.5990  -5.7006  -0.367
C  2.8878  -2.1453  -5.7941  0.722
C  3.9782  -2.8551  -5.0382  -0.827
O  3.1293  -1.1406  -6.4264  -0.596
H  2.1000  -3.4836  -3.1564  0.228
H  0.8206  -4.7079  -3.1851  0.325
H  0.4302  -2.9835  -3.3377  0.255
H  1.9458  -4.6516  -5.4406  0.384
H  0.2825  -4.1155  -5.5370  0.321
H  4.1532  -2.3350  -4.0951  0.179
H  4.8893  -2.8308  -5.6400  0.299
H  3.7698  -3.9046  -4.8413  0.353
C  4.2171  2.1724  -0.9127  -0.496
C  3.3628  1.8292  0.2893  -0.542
O  3.0735  0.4212  0.3342  -0.227
C  3.8948  -0.5065  0.8519  0.844
C  5.3105  -0.1255  1.1887  -1.241
O  3.5152  -1.6500  0.9832  -0.555
H  5.1846  1.6682  -0.8769  0.244
H  4.3905  3.2492  -0.9673  0.015
H  3.7266  1.8475  -1.8342  0.304
H  3.8020  2.1674  1.2313  0.342
H  2.3987  2.3354  0.1996  0.365
H  5.9615  -0.4090  0.3602  0.276
H  5.6108  -0.6683  2.0876  0.302
H  5.4439  0.9311  1.4107  0.407
C  8.0843  6.4612  -1.5811  -1.053
C  6.9106  6.0310  -2.4362  0.063
O  5.8264  5.5513  -1.6228  -0.286
C  4.9074  6.3379  -1.0364  0.901
C  5.1362  7.8244  -0.9982  -1.220
O  3.9398  5.8490  -0.4889  -0.587
H  7.8194  7.2867  -0.9174  0.367
H  8.9218  6.7764  -2.2070  0.349
H  8.4123  5.6366  -0.9430  0.291
H  6.5710  6.8176  -3.1156  0.320
H  7.2153  5.1905  -3.0645  -0.076
H  5.5771  8.0913  -0.0365  0.263
H  4.1722  8.3263  -1.1065  0.337
H  5.7666  8.1962  -1.8030  0.353
C  -7.3014  2.9207  0.5753  -0.870
C  -8.2494  3.8407  1.3173  -0.455
O  -8.8597  3.1671  2.4281  -0.367
C  -8.2928  3.0323  3.6394  0.829
C  -6.8373  3.3735  3.8089  -0.917
O  -8.9307  2.5799  4.5629  -0.570
H  -6.4800  2.5888  1.2128  0.217
H  -6.8798  3.4242  -0.2973  0.383
H  -7.8261  2.0211  0.2433  0.293
H  -7.7720  4.7701  1.6388  0.360
H  -9.0658  4.1281  0.6503  0.308
H  -6.2468  2.4584  3.7354  0.124
H  -6.6980  3.8158  4.7976  0.318
H  -6.4670  4.1039  3.0924  0.363
C  7.9691  2.8101  -7.6687  -0.968
C  9.0982  3.2731  -6.7709  -0.416
O  8.6039  3.6775  -5.4840  -0.371
C  8.3522  2.8351  -4.4680  0.850
C  8.3363  1.3544  -4.7311  -1.107
O  8.0776  3.2698  -3.3707  -0.603
H  7.4577  1.9384  -7.2569  0.266
H  8.3464  2.5524  -8.6605  0.359
H  7.2175  3.5968  -7.7715  0.309
H  9.8898  2.5266  -6.6676  0.372
H  9.5646  4.1587  -7.2091  0.315
H  7.3057  1.0328  -4.8901  0.265
H  8.7447  0.8428  -3.8570  0.320
H  8.9474  1.0483  -5.5776  0.357

Its net charge is 0. The spin multiplicity is 1. The calculation puts the total energy at -3374.263542 Ha. The calculation puts the LUMO energy at -1.30 eV. The HOMO energy is -0.3082 hartree. The value obtained for the frontier orbital gap is 7.09 eV. The structure (SMILES) is CC[C@@H](Cl)c1cc2c(c(CCO)c1N(C(C)=O)C(C)=O)C(=O)N(c1ccccc1)C2=O.CCOC(C)=O.CCOC(C)=O.CCOC(C)=O.CCOC(C)=O.CCOC(C)=O.


An isolated molecule of C8H10O4S3, computed with ωB97M-V/def2-TZVPD.

Last column: natural (NBO) charge in e.
Cartesian coordinates (Å):
O  4.8169  0.3091  -0.5056  -0.485
C  3.6473  0.1002  -0.4027  0.698
O  2.6830  0.2862  -1.3709  -0.516
C  1.2428  0.1784  -1.1217  -0.003
C  0.7054  1.5177  -0.4674  -0.424
C  -0.7481  1.4309  -0.1771  -0.418
C  -1.0609  0.2700  0.8045  -0.474
C  -0.6969  -1.1119  0.1954  -0.241
S  -1.4815  -1.4434  -1.3906  0.003
S  -0.7879  -2.4386  1.4873  0.063
C  1.0886  -0.9749  -0.1969  0.186
S  1.4948  -2.6524  -0.9358  -0.102
O  1.7506  -0.7949  1.0132  -0.575
C  3.0618  -0.4638  0.9818  0.689
O  3.6973  -0.3664  1.9637  -0.481
H  0.7555  -0.0570  -2.0481  0.242
H  1.0017  2.2942  -1.2538  0.244
H  1.1493  1.5949  0.5368  0.211
H  -1.0748  2.3874  0.3497  0.236
H  -1.2407  1.1439  -1.1599  0.217
H  -0.6142  0.4575  1.7744  0.235
H  -2.1489  0.0185  0.8575  0.237
H  -0.8313  -2.5777  -1.7343  0.170
H  0.1508  -1.9892  2.1616  0.124
H  0.4774  -3.3043  -0.0851  0.165

Its net charge is 0. The spin multiplicity is 1. The calculation puts the total energy at -1806.298108 Ha. As for the relative energy (zero: lowest compared OMol25 entry of this formula, charge and spin): 9.4 kcal per mole. The calculation puts the LUMO energy at 0.11 eV. The HOMO energy is -0.3533 hartree. The value obtained for the frontier orbital gap is 9.73 eV. The structure (SMILES) is O=C1O[C@@H]2CCCC(S)(S)[C@]2(S)OC1=O.


A structure of composition C15H27GaN5O6, computed with ωB97M-V/def2-TZVPD.

Last column: natural (NBO) charge in e.
Cartesian coordinates (Å):
O  -1.7557  -1.2300  -4.1108  -0.746
H  -1.4689  -1.0755  -5.0238  0.484
Ga  0.3710  0.0581  -0.6496  1.732
N  1.8199  -1.0307  -1.3053  -0.241
N  -0.5551  -1.6522  -0.6765  -0.263
N  1.1143  1.7439  -0.3517  -0.316
N  -1.2536  0.9536  -0.0569  -0.210
O  3.0068  -0.5186  -1.4446  -0.596
O  2.5043  1.8960  -0.3509  -0.527
O  -2.4863  0.4251  0.0080  -0.506
O  -1.7466  -1.9198  -0.2142  -0.583
C  0.2094  -2.6920  -1.1014  0.175
C  1.5284  -2.3519  -1.4926  0.144
C  0.3210  2.6335  0.2777  0.311
C  -1.0059  2.1433  0.5211  0.220
C  2.5290  -3.3207  -1.9994  -0.675
H  2.3625  -3.5395  -3.0637  0.244
H  2.4561  -4.2666  -1.4467  0.235
H  3.5325  -2.9052  -1.8870  0.262
C  -0.4159  -4.0220  -0.9757  -0.667
H  -1.3999  -4.0427  -1.4587  0.260
H  -0.5588  -4.2668  0.0871  0.249
H  0.2095  -4.7909  -1.4295  0.228
C  0.8568  3.9354  0.7359  -0.688
C  -2.0149  2.7930  1.4079  -0.692
H  1.5791  4.3216  0.0073  0.269
H  1.3462  3.8570  1.7187  0.274
H  0.0243  4.6442  0.8075  0.247
H  -2.9757  2.2565  1.3722  0.277
H  -2.1858  3.8347  1.1025  0.246
H  -1.6675  2.8095  2.4549  0.266
H  2.8194  1.0292  -0.7975  0.514
H  -2.3003  -0.6389  -0.0630  0.494
C  -3.1515  -1.0047  -4.0352  -0.257
H  -3.7417  -1.8947  -4.2942  0.196
H  -3.4252  -0.0926  -4.5843  0.181
H  -3.2543  -0.7225  -2.9825  0.192
O  -0.1014  0.3681  -2.6318  -0.968
H  -0.6816  -0.2155  -3.1951  0.547
H  0.5696  0.7808  -3.2123  0.521
N  1.4967  -0.5301  1.3446  -0.859
C  0.9826  0.1154  2.4736  0.218
C  1.6209  1.2631  2.9482  -0.303
C  1.0652  1.9504  4.0240  -0.184
C  -0.1081  1.4777  4.6218  -0.240
C  -0.7621  0.3492  4.1111  -0.178
C  -0.2278  -0.3307  3.0119  -0.286
H  2.4347  -0.2675  1.0333  0.423
H  1.3092  -1.5285  1.2438  0.420
H  2.5393  1.6023  2.4675  0.229
H  1.5671  2.8386  4.4078  0.228
H  -0.5187  1.9945  5.4933  0.233
H  -1.6803  -0.0250  4.5775  0.235
H  -0.7321  -1.1986  2.5755  0.235

Its net charge is +1. The spin multiplicity is 1. The calculation puts the total energy at -3237.420050 Ha. As for the relative energy (zero: lowest compared OMol25 entry of this formula, charge and spin): 0.0 kcal per mole. The calculation puts the LUMO energy (alpha / beta) at -4.51 / -4.50 eV. The HOMO energy (alpha / beta) is -0.3868 / -0.3865 hartree. The value obtained for the frontier orbital gap (alpha / beta) is 6.02 / 6.01 eV.